[1]
This record from the OMol25 dataset describes the molecule C4H6N2O. The level of theory is ωB97M-V/def2-TZVPD.

Structure (XYZ):
```
13
Properties=species:S:1:pos:R:3:forces:R:3:lowdin_charge:R:1
N -1.43699 -1.32317 -0.80501 -0.1 0.2 -0.1 0.09
C -0.43288 -0.53894 -0.19645 0.1 0.2 0.1 -0.32
N 0.51372 -1.12504 0.61261 0.0 0.0 0.0 0.06
C 1.38532 -0.18442 1.07495 0.0 0.0 0.0 -0.14
C 1.00230 1.03844 0.57172 0.0 0.0 0.0 -0.04
C -0.14779 0.80510 -0.23151 0.1 -0.3 0.1 -0.30
O -0.91055 1.70886 -0.92832 0.1 0.2 0.0 0.04
H -1.53204 -1.07048 -1.78345 0.0 -0.1 0.1 0.08
H -2.34093 -1.16003 -0.37125 0.1 -0.1 0.0 0.08
H 0.55330 -2.11816 0.77220 0.0 0.1 0.0 0.15
H 2.20470 -0.44779 1.72865 -0.1 0.1 -0.1 0.11
H 1.47690 1.99038 0.77507 -0.1 -0.2 -0.1 0.10
H -0.33507 2.42525 -1.21920 -0.1 0.0 0.0 0.10
```
Forces are in eV/Å.

Total charge: 0
SMILES: Nc1[nH]ccc1O
HOMO-LUMO gap in eV: 8.67
Energy relative to the best compared isomer or geometry (same formula, charge and spin) in kcal/mol: 21.5

[2]
This record from the OMol25 dataset describes the ion C7H16N3 with charge +1 in a non-equilibrium geometry. The level of theory is ωB97M-V/def2-TZVPD.

Structure (XYZ):
```
26
Properties=species:S:1:pos:R:3:forces:R:3:lowdin_charge:R:1
H -3.01367 1.48345 1.27990 0.7 -1.1 -1.1 0.13
N -2.77818 0.52378 0.93155 -2.0 2.3 2.7 0.21
C -2.12620 0.10242 0.01376 1.5 -0.5 -0.7 -0.36
C -1.94949 -1.40707 -0.13944 -0.2 0.3 2.3 -0.08
C -0.48693 -1.89661 -0.17045 1.0 -2.0 0.6 -0.23
N 0.45633 -1.21346 0.66318 0.7 1.7 -0.3 -0.03
C 0.87776 0.15506 0.26785 0.3 0.2 -0.5 -0.54
C 0.60436 0.95274 1.51559 3.0 1.2 0.4 -0.06
C 2.45848 0.18736 -0.01702 -1.8 -4.9 1.7 -0.01
C 0.16824 0.74956 -1.06822 1.8 1.0 0.4 -0.06
N -1.35412 1.00474 -1.04182 -1.4 0.7 -1.1 0.10
H -2.51673 -1.79705 0.84767 1.2 0.7 -2.7 0.18
H -2.43837 -1.65847 -1.06952 -0.3 -0.7 -0.1 0.11
H -0.40054 -2.93119 0.26804 -0.8 0.7 -1.0 0.15
H -0.15043 -1.94084 -1.20647 0.0 -0.2 -0.3 0.10
H 1.32368 -1.64535 1.01907 -1.4 -0.6 -0.6 0.12
H 0.69193 2.01273 1.33168 0.3 0.7 -0.1 0.07
H 1.47753 0.72864 2.26635 -2.2 0.2 -1.0 0.14
H -0.37617 0.82077 1.85745 -1.1 -0.7 1.0 0.04
H 2.89096 -0.60230 0.82715 -0.8 2.2 -2.1 0.15
H 2.74012 -0.23183 -0.98780 -0.1 0.2 0.1 0.08
H 2.85758 1.11146 0.14800 1.1 2.5 0.4 0.04
H 0.51267 1.88170 -1.16938 0.1 -2.8 -0.2 0.17
H 0.51744 0.02787 -1.89703 -1.1 1.7 0.9 0.15
H -1.85182 0.68301 -1.93057 1.2 0.6 1.0 0.19
H -1.54102 2.11458 -1.02206 0.3 -3.3 0.5 0.23
```
Forces are in eV/Å.

Total charge: +1
SMILES: [H]/N=C1/CCNC(C)(C)C[NH2+]1
HOMO-LUMO gap in eV: 8.75
Energy relative to the best compared isomer or geometry (same formula, charge and spin) in kcal/mol: 95.7

[3]
This record from the OMol25 dataset describes a cluster of 4 separate species, C14H20ClF3NO9 in total in a non-equilibrium geometry. The level of theory is ωB97M-V/def2-TZVPD.

Structure (XYZ):
```
48
Properties=species:S:1:pos:R:3:forces:R:3:lowdin_charge:R:1
Cl -2.89732 -1.29840 -1.40856 -0.1 0.7 0.3 0.69
C -2.70800 0.42906 -0.91511 0.9 -0.5 -1.4 -0.61
C -1.25567 0.91624 -1.11959 0.8 0.1 0.4 -0.17
C -0.61716 1.63788 0.10794 -0.6 -0.2 0.8 -0.15
C -1.62365 2.50533 0.95574 0.2 -0.7 -0.9 -0.12
C -3.07032 1.93073 0.95964 0.1 0.8 0.9 -0.10
N -3.11903 0.51021 0.50972 0.2 -0.1 -0.5 0.02
H -3.37884 1.00894 -1.55538 -0.2 -0.1 0.6 0.13
H -0.63221 0.03386 -1.31814 -0.2 0.3 -0.1 0.10
H -1.15653 1.56356 -1.99840 -0.4 -0.3 0.1 0.13
H -0.15579 0.87957 0.76240 -0.2 0.2 -0.2 0.11
H 0.21540 2.28496 -0.19648 -0.3 -0.3 -0.1 0.11
H -1.63979 3.49856 0.49529 -0.2 -0.1 0.4 0.12
H -1.26952 2.56986 1.98903 0.0 0.2 -0.3 0.12
H -3.74494 2.49941 0.30710 0.2 -0.3 0.1 0.14
H -3.48288 1.95529 1.97797 0.0 0.0 -0.4 0.13
H -4.04975 0.10004 0.58838 -0.1 0.1 0.1 0.16
H -2.48434 -0.10252 1.03397 0.0 0.1 0.2 0.17
C 3.30816 -0.76914 0.73647 -0.3 -0.4 0.5 -0.04
C 4.62882 -0.36244 0.14433 0.2 -0.3 -0.4 -0.30
O 4.26196 0.69846 -0.72687 0.0 0.0 0.4 0.13
C 3.15210 1.26977 -0.19220 -0.3 0.3 -0.1 -0.55
O 2.72538 2.32934 -0.50494 -0.1 0.1 -0.1 0.18
O 2.59210 0.47204 0.75040 0.3 -0.1 -0.2 0.06
F 5.17681 -1.36292 -0.58754 0.0 0.2 0.0 0.08
H 2.77846 -1.48889 0.10869 0.2 0.0 -0.1 0.15
H 3.40312 -1.17884 1.73998 -0.1 0.2 0.0 0.15
H 5.35893 -0.00112 0.87157 0.1 -0.1 -0.1 0.18
C 4.34726 -0.71993 -4.23655 0.3 -0.5 0.2 -0.05
C 4.40846 0.77157 -4.40954 0.2 0.2 -0.5 -0.31
O 3.05280 1.10752 -4.66914 0.1 -0.2 0.4 0.15
C 2.29825 0.17370 -4.04030 -0.2 0.0 -0.1 -0.56
O 1.13803 0.28643 -3.81970 -0.3 0.0 0.1 0.16
O 3.04002 -0.90153 -3.68176 0.0 0.3 -0.1 0.07
F 5.16240 1.11907 -5.47915 -0.1 0.1 0.1 0.09
H 4.41606 -1.24949 -5.18865 0.0 0.2 -0.1 0.15
H 5.11511 -1.09847 -3.56472 -0.2 0.0 0.1 0.14
H 4.75540 1.31488 -3.52747 0.0 0.1 -0.1 0.17
C -4.23277 -2.67500 3.09096 -0.1 -0.1 -0.6 -0.06
C -4.55639 -2.08222 4.43545 -0.2 -0.4 0.5 -0.32
O -3.33220 -2.21744 5.13635 -0.1 0.3 -0.5 0.15
C -2.34397 -2.17974 4.20594 0.5 -0.1 0.4 -0.56
O -1.20120 -2.00497 4.44451 0.2 0.1 -0.1 0.20
O -2.84120 -2.36082 2.94987 -0.4 0.2 0.0 0.04
F -5.51248 -2.79105 5.07328 0.1 0.1 0.0 0.10
H -4.36511 -3.75803 3.07265 -0.1 0.0 0.2 0.15
H -4.81933 -2.23570 2.28490 0.2 0.0 0.0 0.13
H -4.84463 -1.02762 4.40764 -0.1 -0.1 0.1 0.17
```
Forces are in eV/Å.

Total charge: +1
HOMO-LUMO gap in eV: 10.28

[4]
This record from the OMol25 dataset describes a cluster of 6 separate species, C48H56B2F8N8 in total in a non-equilibrium geometry. The level of theory is ωB97M-V/def2-TZVPD.

Structure (XYZ):
```
122
Properties=species:S:1:pos:R:3:forces:R:3:lowdin_charge:R:1
C 6.38769 7.46975 3.15675 0.0 0.2 0.6 0.07
N 5.54825 6.24530 3.25281 0.2 -0.4 -0.5 -0.06
C 5.93411 5.23776 4.07245 0.2 0.8 -0.7 0.05
C 5.26144 4.04461 4.05959 -0.5 -0.3 0.7 0.06
C 4.11572 3.88118 3.27111 0.9 -0.4 -1.3 -0.11
C 3.84241 4.88073 2.34840 -0.4 0.7 0.1 0.05
C 4.55180 6.07279 2.37408 -0.3 0.0 0.7 0.04
C 3.41700 2.56493 3.14636 -0.2 -0.4 0.8 -0.09
C 2.06118 2.45543 2.81804 0.0 0.9 -0.5 0.05
C 1.40823 1.24438 2.74973 0.9 -0.3 0.3 0.03
N 2.12211 0.13377 3.01049 -0.4 0.2 0.5 -0.06
C 3.40077 0.20422 3.42853 -0.3 -0.9 -0.6 0.03
C 4.07939 1.38223 3.48809 0.1 0.7 0.4 0.07
C 1.40944 -1.15407 3.13813 0.0 0.0 0.8 0.05
H 6.62901 7.79324 4.16737 0.1 -0.1 0.0 0.12
H 5.83727 8.27551 2.68168 -0.1 -0.1 -0.1 0.11
H 7.29037 7.23111 2.59908 0.0 0.0 0.0 0.13
H 6.83136 5.47494 4.62918 -0.1 -0.4 0.3 0.17
H 5.59855 3.25234 4.71343 0.1 0.1 0.1 0.14
H 3.06034 4.78592 1.60836 0.0 0.0 0.0 0.12
H 4.28884 6.95252 1.80418 0.1 -0.2 -0.4 0.16
H 1.52762 3.37511 2.61396 -0.2 -0.2 0.1 0.13
H 0.35825 1.06627 2.58511 0.0 0.4 -0.3 0.13
H 3.81386 -0.76580 3.66730 0.3 0.2 0.2 0.16
H 5.07202 1.40710 3.91277 0.1 -0.2 -0.3 0.14
H 2.08377 -1.95659 2.85738 -0.2 0.0 -0.4 0.10
H 0.45656 -1.12608 2.61926 0.3 -0.1 -0.5 0.09
H 1.18268 -1.29967 4.19766 0.1 0.1 0.0 0.12
C -4.71088 5.09933 2.95376 -0.6 0.8 -0.8 0.05
N -4.78968 3.70550 2.45628 0.5 0.8 -0.3 -0.07
C -5.97175 3.17029 2.12705 0.3 -0.4 0.7 0.04
C -6.04543 1.81586 1.87981 -0.5 0.1 -0.1 0.06
C -4.90380 1.01077 1.90265 -0.3 1.0 -1.8 -0.11
C -3.68698 1.68254 2.00521 0.7 -0.2 -0.1 0.05
C -3.63526 3.04124 2.24480 -0.8 -0.9 1.4 0.02
C -5.04046 -0.38177 1.40507 -0.2 -0.8 0.4 -0.11
C -6.04814 -1.16042 1.96633 -0.1 -0.1 -0.2 0.06
C -6.19462 -2.46907 1.55780 0.0 0.1 0.4 0.03
N -5.36383 -2.99128 0.65579 0.3 -0.1 -0.8 -0.07
C -4.36996 -2.26962 0.08168 -0.8 -0.1 0.1 0.03
C -4.22398 -0.94443 0.40136 0.3 0.9 1.2 0.07
C -5.65656 -4.35846 0.15261 -0.1 -0.2 0.3 0.05
H -4.44666 5.72994 2.10313 0.3 0.0 0.1 0.12
H -4.01703 5.22734 3.77658 0.1 -0.3 0.0 0.12
H -5.69657 5.44742 3.25417 0.0 -0.3 0.2 0.12
H -6.83514 3.82163 2.13558 0.0 0.0 0.1 0.17
H -7.03166 1.45260 1.61752 0.1 -0.3 0.1 0.15
H -2.74644 1.15360 1.90575 0.0 0.0 -0.1 0.12
H -2.73013 3.55794 2.52306 0.1 0.1 -0.3 0.15
H -6.73976 -0.76369 2.69757 0.1 -0.1 0.1 0.15
H -6.93978 -3.13208 1.97913 -0.1 0.0 -0.1 0.17
H -3.80273 -2.82227 -0.64935 0.3 0.3 0.0 0.15
H -3.43417 -0.30989 0.02085 0.1 -0.4 -0.5 0.11
H -4.88249 -4.71860 -0.51651 0.2 0.2 0.1 0.10
H -6.59409 -4.32130 -0.39799 -0.1 -0.1 0.1 0.12
H -5.72794 -5.01686 1.01484 -0.1 -0.1 -0.1 0.12
C 0.43512 -2.68821 -3.39138 0.3 0.7 0.7 0.06
N 0.96496 -3.27332 -2.13279 -0.6 -0.6 -0.9 -0.05
C 0.47334 -4.48865 -1.79607 0.5 0.1 0.3 0.01
C 1.06249 -5.19072 -0.79068 0.1 -0.5 0.3 0.04
C 2.13114 -4.64495 -0.06270 -0.1 0.4 0.7 -0.10
C 2.51684 -3.35156 -0.37064 -0.1 0.2 -0.4 0.07
C 1.96265 -2.70949 -1.47372 0.2 0.0 0.1 0.03
C 2.80012 -5.39187 1.05337 0.2 -0.4 -0.3 -0.10
C 4.01563 -4.95914 1.58328 0.0 0.0 0.1 0.04
C 4.68957 -5.75970 2.47694 0.4 -0.3 0.0 0.02
N 4.22655 -6.97018 2.82602 -0.4 0.1 0.1 -0.07
C 3.05434 -7.41877 2.33832 0.6 -0.2 -0.1 0.04
C 2.32748 -6.64079 1.47349 -0.2 0.5 -0.6 0.06
C 5.02342 -7.82188 3.74553 0.1 -0.2 -0.1 0.06
H -0.61113 -2.44088 -3.22160 -0.1 -0.3 -0.2 0.10
H 0.63647 -3.40376 -4.18103 -0.2 0.1 -0.2 0.12
H 0.95115 -1.74485 -3.55837 0.3 -0.2 -0.1 0.08
H -0.33894 -4.90368 -2.37238 0.0 0.2 -0.2 0.15
H 0.69814 -6.18947 -0.60084 0.0 0.0 0.0 0.13
H 3.26296 -2.78577 0.16558 0.2 -0.2 0.0 0.13
H 2.32540 -1.77537 -1.88100 0.1 0.1 0.3 0.11
H 4.49884 -4.04281 1.27987 0.0 0.0 -0.1 0.13
H 5.67572 -5.52943 2.85977 -0.1 0.2 0.1 0.16
H 2.84398 -8.45325 2.57232 -0.4 0.1 0.1 0.16
H 1.42772 -7.01453 1.01140 0.0 -0.4 0.4 0.12
H 5.86527 -8.23209 3.18983 0.1 0.1 0.1 0.13
H 4.41964 -8.64814 4.10815 -0.1 0.1 0.0 0.11
H 5.34825 -7.22189 4.59013 0.1 0.0 0.0 0.12
C -5.46467 0.34185 -7.83106 0.3 -1.0 -0.5 0.06
N -4.40409 0.54740 -6.81017 -0.8 0.8 -0.3 -0.07
C -3.10782 0.47119 -7.12782 0.1 -0.1 0.2 0.04
C -2.13134 0.87515 -6.23666 -0.1 -0.9 0.0 0.06
C -2.49435 1.29320 -4.95704 -0.1 0.4 -0.4 -0.11
C -3.85272 1.31396 -4.66574 -0.8 0.3 0.5 0.04
C -4.81277 0.99681 -5.60612 1.1 -0.3 -0.2 0.03
C -1.47538 1.78365 -3.98512 0.4 -0.6 -0.7 -0.11
C -1.65938 2.89015 -3.15167 -0.2 -0.2 0.0 0.05
C -0.62179 3.32360 -2.36551 0.3 0.3 -0.2 0.02
N 0.56804 2.68645 -2.36653 -0.9 -0.1 0.3 -0.04
C 0.72506 1.58034 -3.09203 0.8 0.2 -0.1 0.03
C -0.24275 1.14592 -3.97935 0.7 0.3 0.7 0.07
C 1.64179 3.07655 -1.42364 -0.5 -0.3 0.1 0.06
H -6.13063 -0.45322 -7.50029 -0.2 0.3 0.2 0.12
H -5.00644 -0.05078 -8.73658 0.1 0.3 -0.1 0.11
H -5.98559 1.27012 -8.04204 0.0 0.1 0.1 0.12
H -2.84198 0.05691 -8.09074 -0.2 0.1 -0.1 0.16
H -1.12073 0.69462 -6.57882 0.1 0.5 0.2 0.14
H -4.20607 1.59942 -3.68259 0.1 0.1 0.0 0.13
H -5.87992 1.08805 -5.47078 0.0 0.0 0.2 0.16
H -2.59293 3.43489 -3.14650 0.0 0.1 0.0 0.14
H -0.67795 4.22151 -1.76725 -0.1 0.0 0.0 0.15
H 1.70020 1.13365 -2.93774 -0.1 -0.3 -0.5 0.12
H 0.08717 0.33230 -4.60901 -0.5 -0.1 -0.1 0.13
H 2.60437 2.81158 -1.85708 0.0 0.1 0.0 0.11
H 1.44743 2.48156 -0.53003 0.3 0.0 0.1 0.09
H 1.52367 4.13013 -1.19090 0.2 0.1 -0.2 0.10
B -0.51690 -0.18918 -0.19432 -1.0 -1.1 -0.9 -1.27
F 0.78520 -0.41611 -0.60805 -0.4 0.2 0.3 0.15
F -0.64092 1.08877 0.38718 0.0 0.0 0.2 0.09
F -1.42506 -0.31849 -1.29861 0.3 0.7 -0.2 0.06
F -0.99373 -1.21668 0.66571 0.6 0.4 0.7 0.08
B 3.85928 0.05045 -2.59381 1.7 0.3 0.1 -1.25
F 3.23734 0.01264 -1.31062 -0.3 0.3 0.2 0.06
F 5.11367 -0.51831 -2.46859 -0.6 -0.4 -0.2 0.15
F 2.97675 -0.63473 -3.47291 -0.2 -0.1 -0.1 0.08
F 4.02472 1.37466 -3.03379 -0.9 0.1 0.2 0.12
```
Forces are in eV/Å.

Total charge: +6
HOMO-LUMO gap in eV: 8.08
Energy relative to the best compared isomer or geometry (same formula, charge and spin) in kcal/mol: 0.0

[5]
This record from the OMol25 dataset describes the ion C2H2O4P with charge -1 in a non-equilibrium geometry. The level of theory is ωB97M-V/def2-TZVPD.

Structure (XYZ):
```
9
Properties=species:S:1:pos:R:3:forces:R:3:lowdin_charge:R:1
O -1.30661 2.06189 -0.55847 -0.6 -0.9 -0.2 0.04
C -0.88426 0.98310 -0.26654 1.8 1.4 0.9 -0.49
O -1.65297 -0.21383 -0.32909 -1.0 0.3 -0.2 -0.01
C -0.78992 -1.14092 0.09903 2.9 -0.8 -0.2 -0.53
O -0.94179 -2.33309 0.04777 -0.6 0.5 0.3 0.02
P 0.90927 0.12077 0.30763 -0.4 0.7 -1.0 0.55
O 1.44283 1.10201 1.35609 -1.1 -0.4 -1.0 -0.55
H 1.23628 0.23588 -1.22492 -0.3 -0.3 1.7 0.01
H 1.98718 -0.81580 0.56850 -0.7 -0.6 -0.4 -0.04
```
Forces are in eV/Å.

Total charge: -1
SMILES: O=C1OC(=O)[PH2]1[O-]
HOMO-LUMO gap in eV: 8.26
Energy relative to the best compared isomer or geometry (same formula, charge and spin) in kcal/mol: 81.4

[6]
This record from the OMol25 dataset describes a structure of composition C5H13O2 in a non-equilibrium geometry. The level of theory is ωB97M-V/def2-TZVPD.

Structure (XYZ):
```
20
Properties=species:S:1:pos:R:3:forces:R:3:lowdin_charge:R:1
C 1.09532 -1.46546 0.34555 -0.4 0.2 1.9 -0.41
O 0.27768 -1.73240 1.44175 0.5 -1.3 -0.2 -0.31
C 0.25351 -0.81394 -0.75279 1.4 1.5 -0.2 -0.18
C 0.07783 0.70673 -0.38831 -0.1 -0.8 0.6 -0.45
C 1.12357 1.57015 -1.09248 0.5 0.9 1.4 -0.11
C -1.31841 1.23109 -0.60006 -1.2 -1.0 0.2 -0.11
H 1.61301 -2.36499 -0.08009 -0.3 0.1 0.4 0.09
H 1.92634 -0.80973 0.79209 -0.5 -0.2 -1.4 0.11
H 0.81290 -0.81130 -1.70034 -0.1 -0.3 -0.2 0.09
H -0.65710 -1.39412 -0.88415 -0.2 0.2 0.2 0.10
H 0.22913 0.71941 0.73182 0.1 0.3 -1.1 0.14
H 0.96277 2.61732 -0.72841 0.4 -0.6 -0.3 0.07
H 1.12639 1.61838 -2.17866 -0.4 -0.4 -0.2 0.06
H 2.13193 1.25490 -0.76936 -0.3 0.2 -0.2 0.07
H -1.66872 1.13098 -1.62358 0.1 0.0 -0.5 0.06
H -1.98737 0.56524 -0.01416 0.2 0.6 -0.1 0.09
H -1.49543 2.26391 -0.30411 0.2 0.1 0.2 0.06
H -2.22547 -1.75393 2.53561 -0.1 0.3 0.2 -0.07
H -0.61166 -1.45143 2.31888 -1.6 1.5 0.3 0.05
O -1.66622 -1.08082 2.95080 1.8 -1.2 -1.2 -0.37
```
Forces are in eV/Å.

Total charge: -1
HOMO-LUMO gap in eV: 7.50
Energy relative to the best compared isomer or geometry (same formula, charge and spin) in kcal/mol: 24.4